C42H38BaIN6O3PS3Se2 as an isolated structure. Source: OMol25; level of theory: ωB97M-V/def2-TZVPD.

Gap between HOMO and LUMO: 6.28 eV
E: -240543.80623 eV
Spin multiplicity: 1
Net charge: -2
Relative energy (zero: lowest compared OMol25 entry of this formula, charge and spin): 1.8 kcal per mole

Last column: Löwdin charge in e.
Geometry (Å):
Ba: -1.19 0.07 0.31  1.23
C: -3.35 0.04 -2.50  -0.09
N: -2.22 0.96 -2.30  -0.27
C: -2.66 2.30 -1.92  -0.19
C: -1.50 3.05 -1.25  -0.18
N: -1.67 3.06 0.21  -0.24
C: -0.52 3.62 0.91  -0.10
C: -2.90 3.72 0.62  -0.31
C: -3.04 5.08 0.35  -0.05
C: -4.17 5.78 0.73  -0.12
C: -5.18 5.10 1.39  -0.12
C: -5.05 3.75 1.65  -0.14
C: -3.91 3.01 1.27  -0.67
S: -3.87 1.29 1.59  0.42
C: -1.32 0.91 -3.43  -0.29
C: -1.45 1.82 -4.48  -0.05
C: -0.60 1.79 -5.58  -0.12
C: 0.39 0.82 -5.64  -0.12
C: 0.51 -0.10 -4.62  -0.14
C: -0.33 -0.10 -3.49  -0.66
S: -0.12 -1.33 -2.27  0.45
H: -3.96 0.32 -3.37  0.09
H: -3.98 0.04 -1.61  0.07
H: -2.96 -0.97 -2.65  0.06
H: -3.45 2.17 -1.18  0.09
H: -3.09 2.87 -2.75  0.11
H: -1.39 4.07 -1.64  0.12
H: -0.58 2.51 -1.47  0.10
H: -0.29 4.65 0.60  0.09
H: 0.36 3.00 0.72  0.01
H: -0.71 3.62 1.98  0.09
H: -2.24 5.60 -0.17  0.10
H: -4.26 6.84 0.51  0.09
H: -6.08 5.62 1.71  0.09
H: -5.84 3.21 2.16  0.08
H: -2.22 2.58 -4.45  0.09
H: -0.72 2.52 -6.37  0.09
H: 1.07 0.79 -6.48  0.09
H: 1.28 -0.86 -4.66  0.08
Se: 0.20 -2.61 1.97  0.21
P: -1.42 -3.71 1.06  0.07
Se: -3.24 -2.63 0.65  0.17
C: -1.77 -5.14 2.15  -0.40
C: -3.02 -5.33 2.73  -0.11
C: -3.24 -6.43 3.56  -0.10
C: -2.22 -7.33 3.81  -0.11
C: -0.97 -7.15 3.23  -0.09
C: -0.75 -6.06 2.41  -0.10
C: -0.86 -4.56 -0.46  -0.41
C: 0.43 -4.43 -0.93  -0.15
C: 0.82 -5.08 -2.10  -0.09
C: -0.09 -5.86 -2.79  -0.10
C: -1.39 -5.99 -2.32  -0.09
C: -1.78 -5.34 -1.16  -0.10
H: -3.81 -4.62 2.53  0.05
H: -4.22 -6.57 4.02  0.10
H: -2.40 -8.18 4.46  0.09
H: -0.18 -7.85 3.42  0.10
H: 0.22 -5.90 1.96  0.10
H: 1.13 -3.79 -0.40  0.05
H: 1.82 -4.95 -2.48  0.10
H: 0.21 -6.36 -3.70  0.09
H: -2.11 -6.59 -2.86  0.09
H: -2.80 -5.41 -0.81  0.09
I: 2.25 2.23 3.11  0.96
C: 0.42 1.57 3.89  -0.78
C: 0.04 2.02 5.15  -0.15
C: -1.16 1.55 5.67  -0.07
C: -1.91 0.66 4.93  -0.05
C: -1.43 0.27 3.69  -0.23
N: -0.29 0.73 3.17  -0.05
H: 0.66 2.71 5.70  0.08
H: -1.49 1.89 6.64  0.10
H: -2.85 0.27 5.29  0.11
H: -1.98 -0.45 3.10  0.03
O: 9.35 3.84 0.70  -0.38
S: 8.59 3.89 -0.54  0.38
O: 7.50 4.85 -0.55  -0.38
O: 9.39 3.87 -1.75  -0.38
C: 7.77 2.26 -0.56  -0.34
N: 8.57 1.20 -0.64  0.11
C: 7.98 0.01 -0.67  -0.13
C: 6.60 -0.15 -0.62  -0.01
C: 5.86 1.02 -0.52  -0.22
N: 6.44 2.22 -0.50  0.17
C: 4.37 1.00 -0.44  -0.14
C: 3.66 -0.11 -0.01  -0.01
C: 2.28 -0.05 0.05  -0.22
N: 1.58 1.03 -0.28  -0.04
C: 2.27 2.09 -0.71  -0.16
C: 3.64 2.13 -0.81  0.01
H: 8.63 -0.85 -0.75  0.10
H: 6.15 -1.12 -0.68  0.10
H: 4.17 -1.02 0.30  0.11
H: 1.71 -0.91 0.38  0.00
H: 1.69 2.96 -0.99  0.10
H: 4.17 3.02 -1.14  0.12